An isolated molecule of C4H5NO2, computed with the ωB97M-V functional and the def2-TZVPD basis.

HOMO-LUMO gap	8.3	eV
E_HOMO	-7.97	eV
relative energy (zero: lowest compared OMol25 entry of this formula, charge and spin)	109.1	kcal/mol
molar mass	99.09	Da

Each line ends with the Mulliken charge.
Geometry (Å):
O -2.37 -0.58 0.79  -0.44
O 3.13 0.03 -0.38  -0.35
N -0.32 -0.35 -0.25  -0.04
C 0.67 0.44 0.55  -0.21
C 1.99 -0.15 -0.59  -0.29
C -1.39 -1.09 0.33  0.05
C -0.32 1.12 -0.28  -0.36
H -1.21 1.58 0.14  0.27
H 0.00 1.50 -1.25  0.24
H 0.52 0.40 1.63  0.33
H -1.20 -2.17 0.31  0.37
H 0.50 -0.74 -0.98  0.45